(1)
This record from the Open Molecules 2025 dataset describes a molecular structure, ClMn2O4 at a distorted geometry. The level of theory is the ωB97M-V functional and the def2-TZVPD basis.

Structure (XYZ):
```
7
Properties=species:S:1:pos:R:3:forces:R:3:nbo_charge:R:1
Mn 25.030 -28.929 -2.415 -0.5 2.5 0.4 1.89
Mn 25.374 -25.796 3.382 -0.4 0.3 -1.3 1.93
Cl 24.555 -25.415 -0.794 2.5 0.5 -1.8 2.48
O 24.626 -26.015 0.557 0.6 -0.2 2.0 -0.96
O 23.300 -24.776 -0.920 1.4 0.0 -0.2 -0.63
O 25.821 -24.789 -1.189 -3.0 0.2 1.8 -0.68
O 24.603 -26.597 -1.726 -0.7 -3.3 -0.9 -1.03
```
Forces are in eV/Å.

Summary:
LUMO (alpha / beta) (eV): -16.19 / -15.93
Net charge: +3
Energy above the lowest of the compared OMol25 structures with the same formula, charge and spin (kcal/mol): 61.3
Frontier orbital gap (alpha / beta) (eV): 4.7 / 4.9
Spin multiplicity: 11
E (eV): -83305.390



(2)
This record from the Open Molecules 2025 dataset describes ClNO3 in the gas phase at a distorted geometry. The level of theory is the ωB97M-V functional and the def2-TZVPD basis.

Structure (XYZ):
```
5
Properties=species:S:1:pos:R:3:forces:R:3:nbo_charge:R:1
N 0.337 0.118 0.589 0.0 -0.7 -0.5 0.73
O -0.310 0.556 -0.659 -0.8 0.6 -1.4 -0.37
O 0.270 -1.050 0.732 0.3 -0.5 0.9 -0.30
O 0.852 1.001 1.236 -1.3 -1.0 -1.7 -0.29
Cl -1.148 -0.625 -1.898 1.7 1.5 2.7 0.24
```
Forces are in eV/Å.

Summary:
LUMO (eV): -2.75
Energy above the lowest of the compared OMol25 structures with the same formula, charge and spin (kcal/mol): 14.2
SMILES: O=[N+]([O-])OCl
Frontier orbital gap (eV): 9.3
Spin multiplicity: 1
E (eV): -20148.391



(3)
This record from the Open Molecules 2025 dataset describes 2 unconnected molecules or ions with the total composition ClO8S at a distorted geometry. The level of theory is the ωB97M-V functional and the def2-TZVPD basis.

Structure (XYZ):
```
10
Properties=species:S:1:pos:R:3:forces:R:3:nbo_charge:R:1
S 3.383 -0.357 1.432 -4.1 -1.6 1.5 2.60
O 2.004 -0.366 0.904 -0.7 0.8 -1.4 -1.14
O 4.139 -1.383 0.747 2.2 -1.8 -1.1 -1.15
O 4.013 0.932 1.285 1.5 2.4 0.0 -1.13
O 3.144 -0.741 2.860 1.5 0.2 1.2 -1.17
Cl -3.339 0.462 -1.392 1.9 -0.9 -3.6 2.62
O -3.398 -0.499 -2.387 1.0 -2.8 -6.9 -0.99
O -2.434 -0.104 -0.533 3.1 0.5 5.1 -0.85
O -2.857 1.737 -1.941 -1.4 -0.1 1.2 -0.87
O -4.654 0.318 -0.975 -5.0 3.4 4.0 -0.91
```
Forces are in eV/Å.

Summary:
LUMO (eV): 7.62
Net charge: -3
Frontier orbital gap (eV): 4.1
Spin multiplicity: 1
E (eV): -39725.348



(4)
This record from the Open Molecules 2025 dataset describes a molecular structure, Cs3O20Pd2S5 at a distorted geometry. The level of theory is the ωB97M-V functional and the def2-TZVPD basis.

Structure (XYZ):
```
30
Properties=species:S:1:pos:R:3:forces:R:3:mulliken_spin:R:1
Pd -1.656 2.045 -0.479 -2.4 -0.3 0.4 1.50
Pd 0.579 -1.975 0.265 -0.9 0.4 -1.0 1.50
Cs 1.707 0.361 -3.159 -0.5 0.0 0.3 0.00
Cs 3.348 -3.875 2.658 -0.5 0.3 -0.6 0.00
Cs 2.735 2.010 0.680 0.3 -0.9 0.5 0.00
S -0.124 -3.163 2.752 -1.6 -0.1 -5.9 0.00
O -0.736 -3.294 1.237 1.9 1.0 1.8 0.24
O 0.483 -4.446 2.949 2.1 -1.6 1.1 0.00
O 0.771 -1.995 2.772 2.5 0.3 -1.3 0.06
O -1.202 -2.849 3.544 -4.2 0.3 4.0 0.02
S 3.495 -2.312 -0.837 -2.2 1.9 3.0 0.00
O 3.971 -2.595 -2.154 0.6 -0.5 -1.2 0.01
O 4.495 -2.557 0.257 -0.2 0.4 -0.9 0.00
O 2.944 -0.860 -0.786 0.9 -1.5 0.3 0.01
O 2.274 -3.151 -0.440 0.6 -0.1 -0.2 0.07
S -4.195 2.897 1.216 -0.2 -4.3 -1.9 -0.01
O -2.710 2.469 1.230 1.6 0.7 1.8 0.23
O -4.853 1.819 2.019 0.3 1.6 -1.2 0.03
O -4.578 4.199 1.621 0.2 2.7 2.1 0.01
O -4.339 2.888 -0.261 -0.8 -0.9 -1.1 0.06
S -1.497 -0.678 -1.796 -2.6 -1.4 0.9 0.02
O -0.382 -1.653 -1.997 1.5 0.0 0.2 0.06
O -1.360 0.528 -2.646 0.7 0.0 0.2 0.02
O -2.772 -1.368 -2.049 1.0 0.7 0.0 0.01
O -1.396 -0.283 -0.316 0.5 0.5 -0.7 0.08
S 1.018 3.644 -1.282 -2.7 -1.2 -2.0 0.00
O 0.309 2.238 -0.788 2.8 2.2 -1.4 0.08
O 0.075 4.399 -2.116 0.7 -0.8 0.7 0.00
O 1.356 4.310 -0.050 0.7 0.9 1.2 0.00
O 2.241 3.249 -2.047 -0.5 -0.4 0.7 0.01
```
Forces are in eV/Å.

Summary:
LUMO (alpha / beta) (eV): 3.94 / 3.94
Net charge: -3
Frontier orbital gap (alpha / beta) (eV): 4.2 / 4.1
Spin multiplicity: 5
E (eV): -103731.950



(5)
This record from the Open Molecules 2025 dataset describes a molecular structure, CsH2O at a distorted geometry. The level of theory is the ωB97M-V functional and the def2-TZVPD basis.

Structure (XYZ):
```
4
Properties=species:S:1:pos:R:3:forces:R:3:mulliken_charge:R:1
Cs 0.178 -1.522 0.856 0.9 -6.2 4.3 0.95
O -0.023 0.189 -0.509 -0.5 4.3 -3.3 -0.80
H -0.776 0.450 0.021 -0.7 1.1 -0.5 0.43
H 0.621 0.883 -0.368 0.3 0.8 -0.5 0.42
```
Forces are in eV/Å.

Summary:
LUMO (eV): -4.20
Net charge: +1
Energy above the lowest of the compared OMol25 structures with the same formula, charge and spin (kcal/mol): 49.9
Frontier orbital gap (eV): 12.4
Spin multiplicity: 1
E (eV): -2620.522



(6)
This record from the Open Molecules 2025 dataset describes a molecular structure, CsH4O2. The level of theory is the ωB97M-V functional and the def2-TZVPD basis.

Structure (XYZ):
```
7
Properties=species:S:1:pos:R:3:forces:R:3:nbo_charge:R:1
Cs -43.735 1.035 -17.228 0.1 -0.1 0.0 1.00
O -40.575 -2.468 -17.702 -0.3 0.3 0.1 -0.96
H -40.525 -3.380 -17.987 0.0 -0.3 0.0 0.48
H -39.864 -2.031 -18.172 0.3 0.1 -0.1 0.48
O -39.177 1.600 -19.428 -0.3 -0.3 0.1 -0.94
H -38.265 1.891 -19.444 0.3 0.0 0.0 0.48
H -39.677 2.390 -19.223 0.0 0.3 0.0 0.46
```
Forces are in eV/Å.

Summary:
LUMO (eV): -4.00
Net charge: +1
Energy above the lowest of the compared OMol25 structures with the same formula, charge and spin (kcal/mol): 17.9
Frontier orbital gap (eV): 10.4
Spin multiplicity: 1
E (eV): -4702.342



(7)
This record from the Open Molecules 2025 dataset describes a molecular structure, CsO4S at a distorted geometry. The level of theory is the ωB97M-V functional and the def2-TZVPD basis.

Structure (XYZ):
```
6
Properties=species:S:1:pos:R:3:forces:R:3:mulliken_charge:R:1
Cs -1.624 -0.271 1.317 -12.3 -5.6 5.6 0.72
S 0.348 0.053 -0.144 6.7 0.2 -12.2 1.12
O -0.093 0.970 0.859 6.3 6.8 2.0 -0.67
O -0.486 0.251 -1.311 -6.3 0.0 -0.8 -0.73
O 1.539 0.348 -0.912 5.0 0.9 2.9 -0.65
O 0.317 -1.351 0.191 0.6 -2.2 2.5 -0.79
```
Forces are in eV/Å.

Summary:
LUMO (eV): 2.07
Net charge: -1
Energy above the lowest of the compared OMol25 structures with the same formula, charge and spin (kcal/mol): 112.2
Frontier orbital gap (eV): 5.0
Spin multiplicity: 1
E (eV): -19569.963



(8)
This record from the Open Molecules 2025 dataset describes a molecular structure, Cu2H14HfO23S4 at a distorted geometry. The level of theory is the ωB97M-V functional and the def2-TZVPD basis.

Structure (XYZ):
```
44
Properties=species:S:1:pos:R:3:forces:R:3:nbo_charge:R:1
Hf -25.203 31.716 3.798 1.1 0.3 2.6 2.59
Cu -26.713 28.020 5.084 1.1 1.2 -0.7 0.96
Cu -26.903 31.160 7.177 1.2 0.5 -1.4 0.95
S -26.989 29.913 2.231 -5.6 -0.1 -1.8 2.61
O -26.459 29.810 3.616 1.2 -1.6 4.2 -1.17
O -26.220 31.109 1.874 1.9 2.6 -0.8 -1.06
O -26.716 28.766 1.435 1.0 -0.8 -0.3 -0.97
O -28.457 30.197 2.262 2.4 -0.2 0.4 -0.97
S -23.451 33.644 5.473 2.1 4.8 3.1 2.65
O -23.149 35.047 5.166 -0.2 -1.6 -0.5 -0.99
O -24.871 33.377 5.465 -6.7 -0.2 0.4 -1.09
O -23.227 32.701 4.398 2.6 -4.0 -5.5 -1.10
O -22.850 33.261 6.735 -0.3 -0.2 -0.3 -1.01
S -24.067 29.719 5.941 1.4 0.8 0.7 2.75
O -23.846 29.997 4.567 2.5 -1.1 -6.2 -1.08
O -24.775 28.471 6.091 -1.8 -2.2 0.5 -1.14
O -22.882 29.824 6.773 -1.4 -1.1 -1.0 -0.99
O -25.003 30.816 6.005 -4.9 3.4 4.2 -1.13
S -27.891 32.982 4.550 0.5 1.9 -1.3 2.58
O -29.208 32.514 4.100 0.0 0.8 0.8 -0.62
O -26.967 33.125 3.439 0.6 3.3 -4.3 -0.96
O -27.970 34.164 5.425 -1.0 -1.2 -0.8 -0.68
O -27.055 31.946 5.079 0.3 -5.2 6.3 -1.12
O -20.874 31.579 6.910 1.5 -0.7 0.0 -0.99
H -21.552 32.241 7.044 -0.6 0.5 -0.1 0.50
H -21.357 30.764 6.776 0.1 0.2 -0.1 0.46
O -21.421 27.644 7.428 0.1 -0.8 0.3 -0.97
H -22.025 28.351 7.198 0.0 0.4 -0.3 0.48
H -20.779 28.055 8.006 0.2 0.1 0.1 0.47
O -23.398 31.029 8.951 -0.3 0.5 1.1 -0.94
H -24.296 30.763 9.149 -0.1 -0.1 0.2 0.43
H -23.136 30.465 8.223 0.2 0.1 -0.1 0.48
O -23.608 31.158 2.161 -0.4 0.6 0.0 -0.93
H -22.757 31.562 1.988 0.4 0.4 0.5 0.53
H -23.566 30.311 1.717 -0.4 -0.5 -0.1 0.53
O -24.325 27.199 8.495 -0.6 0.0 0.8 -0.97
H -24.599 27.445 7.611 0.2 0.0 0.0 0.47
H -23.408 27.468 8.545 0.5 -0.1 -0.1 0.48
O -23.994 25.916 5.761 -0.4 -0.7 -0.3 -0.96
H -23.114 26.027 5.401 0.3 0.0 0.0 0.48
H -24.355 26.802 5.792 0.3 0.2 0.0 0.47
O -21.535 29.515 3.723 1.1 -0.4 -0.8 -0.99
H -20.980 30.283 3.863 0.3 0.2 0.2 0.47
H -22.407 29.796 4.000 -0.3 0.1 0.2 0.48
```
Forces are in eV/Å.

Summary:
LUMO (alpha / beta) (eV): -0.62 / -3.02
Net charge: -1
Frontier orbital gap (alpha / beta) (eV): 5.9 / 3.5
Spin multiplicity: 2
E (eV): -181249.627